(1)
{
  "formula": "C17H27N2O3",
  "method": "ωB97M-V/def2-TZVPD",
  "elements": ["H", "N", "H", "H", "N", "H", "C", "H", "H", "C", "O", "C", "C", "H", "H", "C", "H", "H", "H", "C", "C", "H", "C", "C", "H", "O", "H", "H", "H", "H", "H", "C", "H", "C", "C", "C", "C", "H", "H", "H", "O", "H", "C", "H", "C", "H", "C", "H", "H"],
  "positions_angstrom": [[-0.044, -4.618, 1.856], [0.595, 1.541, -1.405], [0.677, 0.157, 0.822], [0.591, -3.375, 3.654], [-1.510, -1.351, 1.938], [-1.431, 1.296, -1.077], [-1.415, 0.044, 1.449], [-2.899, -2.857, 2.409], [-3.520, -1.534, 1.412], [-2.892, -1.776, 2.271], [-3.470, 0.292, 3.328], [-0.189, 0.116, -3.325], [2.004, 1.180, -3.125], [-0.578, 2.262, 0.146], [-1.211, -1.924, 1.117], [1.785, 2.208, -1.138], [-4.504, -1.483, 3.624], [-0.779, -1.173, 3.921], [-2.920, -1.380, 4.415], [0.218, -0.390, -4.544], [-0.504, 1.387, -0.503], [-1.223, 0.723, 2.278], [-0.326, 0.122, 0.367], [1.938, 3.019, 0.101], [-1.168, -3.583, 3.764], [-0.390, -3.721, 1.850], [0.446, -1.245, 2.637], [1.831, 2.411, 1.000], [3.366, 0.869, -4.760], [1.195, 3.817, 0.135], [-4.048, 0.713, 3.973], [-0.358, -3.169, 3.148], [4.731, 1.738, -2.572], [2.388, 0.656, -4.358], [-3.481, -1.104, 3.511], [0.716, 0.899, -2.616], [2.662, 2.013, -2.166], [-0.465, -0.997, -5.118], [-1.189, -0.079, -2.963], [0.014, -0.969, -1.229], [-0.455, -1.064, -0.387], [1.768, -0.540, -6.008], [1.491, -0.127, -5.051], [2.921, 3.478, 0.117], [4.044, 2.546, -2.326], [4.392, 3.033, -1.419], [-0.506, -1.652, 2.981], [-2.373, 0.315, 1.005], [4.076, 3.270, -3.139]],
  "nbo_charge": [0.504, -0.392, 0.173, 0.205, -0.398, 0.222, -0.235, 0.241, 0.236, -0.238, -0.736, -0.306, -0.110, 0.226, 0.510, 0.176, 0.204, 0.233, 0.170, -0.204, -0.230, 0.243, 0.083, -0.652, 0.173, -0.739, 0.232, 0.205, 0.220, 0.224, 0.497, -0.082, 0.223, -0.170, -0.083, 0.195, -0.064, 0.220, 0.213, 0.521, -0.755, 0.221, -0.229, 0.244, -0.629, 0.216, -0.239, 0.236, 0.226],
  "orbital_gap_ev": 7.709,
  "energy_ev": -27184.0958,
  "spin_multiplicity": 1,
  "e_homo_ev": -9.99,
  "smiles": "Cc1c(C)n(C[C@H](O)C[NH+](CCO)CCO)c2ccccc12",
  "relative_energy_ev": 0.5726,
  "total_charge": 1
}

***

(2)
{
  "formula": "C17H27N2O5S",
  "method": "ωB97M-V/def2-TZVPD",
  "elements": ["H", "H", "H", "H", "H", "H", "H", "H", "H", "C", "C", "H", "C", "O", "C", "O", "C", "C", "H", "C", "H", "S", "C", "H", "C", "H", "H", "H", "H", "H", "H", "N", "C", "C", "C", "O", "O", "C", "H", "H", "N", "H", "C", "H", "H", "H", "H", "C", "H", "C", "O", "C"],
  "positions_angstrom": [[-3.253, -1.570, -1.915], [4.855, 3.535, -1.346], [4.014, 3.781, 0.245], [-1.580, 0.259, 2.257], [2.123, 1.340, -2.815], [-7.597, -1.545, 1.896], [1.910, 2.624, 0.957], [3.431, 2.442, -3.098], [1.504, 3.761, -0.309], [-0.938, -0.369, 0.318], [-1.395, -0.789, -1.054], [4.356, 0.606, -2.485], [3.998, 1.248, 0.953], [1.525, -0.407, -0.417], [-2.907, -1.044, -1.250], [-5.473, -1.771, -1.040], [4.515, -0.322, 1.269], [-3.609, -1.180, -0.032], [3.968, -1.470, -1.073], [-3.079, -0.697, 1.205], [3.584, -0.782, 1.171], [0.664, 0.457, 0.394], [-7.185, -3.525, 1.287], [-0.864, -0.754, -1.977], [1.738, 2.696, -0.311], [5.583, 1.061, -1.214], [-6.620, -3.940, 2.084], [3.576, 4.321, -1.257], [5.068, 1.854, 0.897], [2.708, 0.505, -0.592], [-8.176, -3.932, 1.247], [3.585, 1.101, -0.517], [4.662, 0.691, -1.502], [-5.032, -1.495, -0.070], [4.023, 3.342, -0.952], [-5.781, -1.497, 0.866], [5.463, -0.708, 0.628], [-1.885, -0.177, 1.330], [-3.767, -0.776, 2.108], [-6.530, -4.013, 0.406], [0.548, 1.654, -0.569], [-0.259, 2.269, -0.391], [2.667, 2.411, -2.427], [-7.671, -1.850, 0.178], [1.958, 2.991, -2.760], [3.477, 1.574, 1.756], [5.050, -0.335, 2.375], [3.046, 2.493, -0.853], [5.960, -1.291, -1.588], [5.010, -0.921, -1.091], [0.966, 0.775, 1.617], [-7.218, -2.075, 1.082]],
  "nbo_charge": [0.202, 0.259, 0.184, 0.237, 0.206, 0.202, 0.224, 0.212, 0.273, -0.354, -0.136, 0.244, -0.313, -0.972, -0.119, -0.595, 0.009, -0.070, 0.232, -0.188, 0.148, 2.411, -0.650, 0.233, -0.262, 0.239, 0.226, 0.267, 0.217, 0.480, 0.240, -0.462, -0.249, 0.748, -0.637, -0.522, -0.516, -0.200, 0.248, 0.222, -0.898, 0.428, -0.602, 0.208, 0.218, 0.243, 0.199, 0.097, 0.249, -0.108, -0.932, -0.022],
  "orbital_gap_ev": 9.140,
  "energy_ev": -42097.3742,
  "spin_multiplicity": 1,
  "e_homo_ev": -12.02,
  "total_charge": 1
}

***

(3)
{
  "formula": "C17H27N2RuSi2",
  "method": "ωB97M-V/def2-TZVPD",
  "elements": ["H", "H", "H", "N", "H", "H", "H", "H", "H", "H", "C", "C", "H", "H", "C", "C", "H", "N", "H", "H", "Si", "H", "C", "Si", "H", "H", "C", "Ru", "C", "C", "C", "H", "C", "H", "H", "C", "C", "H", "H", "C", "C", "C", "H", "H", "H", "C", "H", "H", "C"],
  "positions_angstrom": [[2.720, -1.908, 2.205], [-2.704, -4.594, -0.070], [-0.028, 2.599, -1.092], [-1.438, 0.469, -0.068], [3.973, -1.287, 1.159], [-4.214, 1.043, -1.914], [-4.481, -2.898, -0.305], [0.899, 2.332, 3.055], [-2.670, 2.337, 2.054], [-4.141, 1.702, 1.346], [3.267, 1.490, 0.874], [2.522, 1.185, 2.031], [-0.784, 3.864, -0.078], [1.373, -4.003, -1.724], [2.462, -0.825, -1.628], [-0.771, -1.801, 0.118], [-2.898, 1.719, -2.837], [0.481, -1.378, 0.257], [3.740, -3.012, 1.305], [-0.353, -3.897, 0.175], [-2.355, 1.890, -0.396], [1.854, 0.114, -1.529], [-1.136, -3.164, 0.074], [1.991, -2.057, -0.211], [-1.230, 3.706, -1.760], [-4.034, 2.779, -2.024], [-0.977, 3.144, -0.868], [0.803, 0.976, 0.173], [-3.150, -1.247, -0.163], [2.106, -3.814, -0.949], [1.538, 2.198, 2.192], [2.754, 0.412, 2.744], [-1.818, -0.804, -0.022], [1.969, -4.566, -0.180], [3.187, 3.225, -0.515], [3.222, -2.060, 1.256], [-3.488, 1.846, -1.936], [3.510, -0.548, -1.622], [4.129, 0.956, 0.510], [2.759, 2.685, 0.317], [-2.444, -3.547, -0.066], [-3.318, 2.390, 1.181], [-3.927, -0.500, -0.247], [3.089, -3.967, -1.378], [-3.724, 3.394, 1.118], [1.720, 3.144, 1.152], [1.237, 4.106, 1.077], [2.233, -1.246, -2.603], [-3.455, -2.583, -0.189]],
  "nbo_charge": [0.240, 0.213, 0.211, -0.987, 0.230, 0.230, 0.211, 0.240, 0.240, 0.233, -0.294, -0.245, 0.232, 0.237, -1.068, 0.171, 0.237, -0.944, 0.234, 0.211, 1.767, 0.192, -0.246, 1.782, 0.233, 0.237, -1.094, 0.681, -0.282, -1.118, -0.277, 0.240, 0.261, 0.230, 0.237, -1.110, -1.108, 0.230, 0.233, -0.251, -0.212, -1.105, 0.208, 0.241, 0.234, -0.319, 0.237, 0.235, -0.192],
  "orbital_gap_ev": [6.617, 6.486],
  "energy_ev": -39383.9574,
  "spin_multiplicity": 2,
  "e_homo_ev": [-6.89, -7.57]
}

***

(4)
{
  "formula": "C17H27NO4",
  "method": "ωB97M-V/def2-TZVPD",
  "elements": ["C", "O", "H", "H", "O", "H", "H", "H", "C", "C", "C", "H", "C", "C", "H", "H", "H", "H", "H", "C", "H", "C", "H", "C", "H", "H", "N", "C", "C", "H", "C", "C", "C", "H", "O", "H", "H", "H", "O", "H", "H", "H", "C", "C", "C", "H", "H", "H", "H"],
  "positions_angstrom": [[1.858, -4.504, -1.835], [-0.399, 1.965, -0.063], [2.393, -3.099, -3.376], [1.023, -1.347, -2.078], [-1.707, 3.639, 1.846], [-0.151, -4.648, -1.067], [2.288, -4.894, -0.910], [1.530, -0.935, -0.416], [-0.633, -2.305, -0.111], [-1.650, 2.337, 2.133], [-0.088, 0.471, 2.860], [-0.871, 0.352, 3.619], [0.100, 1.937, -1.403], [1.289, 0.247, 3.487], [-0.616, 1.321, -3.327], [-3.723, 3.742, 2.272], [1.009, 1.326, -1.427], [-1.868, 1.991, -2.269], [1.732, -5.333, -2.534], [2.870, -2.274, -1.445], [-1.200, -3.155, 0.284], [-0.468, -1.325, 0.946], [2.067, 0.448, 2.755], [0.497, -3.892, -1.519], [1.429, 0.905, 4.341], [3.779, -3.866, -2.593], [0.652, -2.800, -0.580], [1.472, -1.746, -1.146], [-3.417, 3.929, 0.140], [0.020, -3.552, -2.460], [-0.979, 1.367, -2.304], [-0.318, -0.508, 1.811], [2.788, -3.445, -2.417], [0.316, 2.610, 2.939], [1.680, 1.919, 0.770], [-3.492, 2.858, -0.031], [3.483, -1.471, -1.858], [-1.246, 0.368, -1.972], [-2.607, 1.627, 2.277], [-4.383, 4.389, -0.050], [0.361, 2.960, -1.696], [1.381, -0.785, 3.819], [-0.202, 1.903, 2.283], [-3.000, 4.188, 1.581], [0.489, 1.939, 0.924], [-2.681, 4.346, -0.542], [3.324, -2.607, -0.510], [-1.227, -1.851, -0.930], [-2.902, 5.257, 1.780]],
  "nbo_charge": [-0.402, -0.516, 0.192, 0.150, -0.510, 0.200, 0.205, 0.222, -0.274, 0.820, -0.264, 0.248, -0.073, -0.595, 0.217, 0.199, 0.203, 0.213, 0.207, -0.402, 0.226, -0.008, 0.232, -0.216, 0.205, 0.208, -0.428, -0.232, -0.634, 0.155, -0.623, -0.004, -0.397, 0.256, -0.598, 0.224, 0.208, 0.214, -0.590, 0.216, 0.184, 0.220, -0.405, -0.075, 0.835, 0.208, 0.206, 0.182, 0.190],
  "orbital_gap_ev": 9.533,
  "energy_ev": -27746.4395,
  "spin_multiplicity": 1,
  "e_homo_ev": -8.68,
  "smiles": "CCOC(=O)C(C(=O)OCC)[C@H](C)C#CCN1CCCCC1",
  "relative_energy_ev": 1.8755
}

***

Please write out number 2 again, unchanged.
{
  "formula": "C17H27N2O5S",
  "method": "ωB97M-V/def2-TZVPD",
  "elements": ["H", "H", "H", "H", "H", "H", "H", "H", "H", "C", "C", "H", "C", "O", "C", "O", "C", "C", "H", "C", "H", "S", "C", "H", "C", "H", "H", "H", "H", "H", "H", "N", "C", "C", "C", "O", "O", "C", "H", "H", "N", "H", "C", "H", "H", "H", "H", "C", "H", "C", "O", "C"],
  "positions_angstrom": [[-3.253, -1.570, -1.915], [4.855, 3.535, -1.346], [4.014, 3.781, 0.245], [-1.580, 0.259, 2.257], [2.123, 1.340, -2.815], [-7.597, -1.545, 1.896], [1.910, 2.624, 0.957], [3.431, 2.442, -3.098], [1.504, 3.761, -0.309], [-0.938, -0.369, 0.318], [-1.395, -0.789, -1.054], [4.356, 0.606, -2.485], [3.998, 1.248, 0.953], [1.525, -0.407, -0.417], [-2.907, -1.044, -1.250], [-5.473, -1.771, -1.040], [4.515, -0.322, 1.269], [-3.609, -1.180, -0.032], [3.968, -1.470, -1.073], [-3.079, -0.697, 1.205], [3.584, -0.782, 1.171], [0.664, 0.457, 0.394], [-7.185, -3.525, 1.287], [-0.864, -0.754, -1.977], [1.738, 2.696, -0.311], [5.583, 1.061, -1.214], [-6.620, -3.940, 2.084], [3.576, 4.321, -1.257], [5.068, 1.854, 0.897], [2.708, 0.505, -0.592], [-8.176, -3.932, 1.247], [3.585, 1.101, -0.517], [4.662, 0.691, -1.502], [-5.032, -1.495, -0.070], [4.023, 3.342, -0.952], [-5.781, -1.497, 0.866], [5.463, -0.708, 0.628], [-1.885, -0.177, 1.330], [-3.767, -0.776, 2.108], [-6.530, -4.013, 0.406], [0.548, 1.654, -0.569], [-0.259, 2.269, -0.391], [2.667, 2.411, -2.427], [-7.671, -1.850, 0.178], [1.958, 2.991, -2.760], [3.477, 1.574, 1.756], [5.050, -0.335, 2.375], [3.046, 2.493, -0.853], [5.960, -1.291, -1.588], [5.010, -0.921, -1.091], [0.966, 0.775, 1.617], [-7.218, -2.075, 1.082]],
  "nbo_charge": [0.202, 0.259, 0.184, 0.237, 0.206, 0.202, 0.224, 0.212, 0.273, -0.354, -0.136, 0.244, -0.313, -0.972, -0.119, -0.595, 0.009, -0.070, 0.232, -0.188, 0.148, 2.411, -0.650, 0.233, -0.262, 0.239, 0.226, 0.267, 0.217, 0.480, 0.240, -0.462, -0.249, 0.748, -0.637, -0.522, -0.516, -0.200, 0.248, 0.222, -0.898, 0.428, -0.602, 0.208, 0.218, 0.243, 0.199, 0.097, 0.249, -0.108, -0.932, -0.022],
  "orbital_gap_ev": 9.140,
  "energy_ev": -42097.3742,
  "spin_multiplicity": 1,
  "e_homo_ev": -12.02,
  "total_charge": 1
}